1.
Below is 12 unconnected molecules or ions with the total composition C45H109N5O12, with properties calculated with ωB97M-V with the def2-TZVPD basis set.

```
171
Properties=species:S:1:pos:R:3:mulliken_charge:R:1
O 3.313 4.275 -4.601 -0.600
O 4.538 1.786 -1.981 -0.734
O 0.753 -5.802 0.556 -0.616
O 2.064 5.427 -2.298 -0.575
O 4.105 1.842 1.057 -0.743
O 3.915 -0.673 -0.405 -0.497
O 1.955 4.031 0.473 -0.780
O 0.120 3.574 -7.551 -0.551
O -2.697 2.733 5.319 -0.581
O -0.935 5.263 -1.519 -0.648
O 1.760 1.375 -0.486 0.968
O 5.549 -4.173 3.782 -0.548
N 5.154 -2.886 3.613 0.515
N -2.873 1.498 4.859 0.971
N 0.352 1.402 -0.684 0.384
N -0.979 3.547 -6.746 0.991
N -0.291 -5.091 0.041 1.394
C 3.360 -1.382 3.307 -0.283
C -1.518 -5.047 0.859 1.610
C 3.099 -3.124 5.005 -1.858
C 0.969 -4.955 -2.019 -1.830
C -4.264 1.348 4.355 1.630
C -2.255 -6.402 1.063 -1.945
C -1.919 5.823 -7.218 -1.642
C -1.944 2.453 -7.207 1.344
C -0.254 5.381 -5.407 -2.058
C 4.089 -0.215 3.986 -1.041
C -2.020 0.429 5.441 1.763
C 0.072 1.140 -2.170 1.230
C -2.281 0.485 -1.351 -0.607
C 5.592 -0.428 3.843 -1.370
C -1.492 1.207 -2.476 -0.598
C -3.673 3.609 -5.741 -1.025
C -3.077 2.265 -6.126 -0.114
C -3.803 -1.184 4.651 -0.894
C 6.132 -1.924 5.789 -1.798
C -0.465 0.839 0.434 2.883
C -0.290 1.885 1.623 -2.156
C -5.301 1.746 5.443 -1.943
C -2.527 -4.045 0.172 -0.799
C 3.698 -2.793 3.685 2.123
C -1.537 -4.263 -1.976 -0.570
C 6.067 -1.899 4.217 1.658
C -0.190 -0.630 0.901 1.233
C 7.422 -2.073 3.590 -1.827
C 3.064 -3.734 2.621 -1.983
C -2.571 4.518 -5.154 -0.410
C -1.955 1.023 0.063 -0.748
C -2.296 -0.863 4.710 -0.771
C -1.167 -4.469 2.288 -1.761
C -0.875 -6.723 -1.698 -1.886
C -2.669 2.782 -8.526 -2.005
C -4.429 2.320 3.101 -1.647
C 0.751 2.297 -3.050 -0.417
C 0.518 -0.257 -2.615 -1.325
C -1.081 1.125 -7.395 -1.635
C -2.308 0.458 6.983 -1.775
C -4.513 -0.111 3.851 -1.487
C -2.870 -4.212 -1.310 -0.933
C -0.463 -5.259 -1.399 1.257
C -1.450 4.827 -6.190 1.535
C -0.522 0.788 5.133 -1.652
H 0.506 5.532 -6.174 0.581
H -1.907 -6.983 -1.462 0.293
H -2.202 -3.016 0.325 -0.193
H -4.251 4.095 -6.526 0.355
H -1.976 -0.904 3.669 -0.558
H -1.882 3.030 -9.238 0.456
H 8.200 -1.789 4.299 0.393
H -6.360 1.631 5.211 0.444
H 5.209 -1.635 6.292 0.308
H 1.801 -5.605 -1.747 0.384
H -0.827 -0.993 1.708 -1.507
H 3.088 -4.805 2.819 0.605
H -1.666 0.704 -3.428 0.549
H -1.547 4.556 -1.724 0.323
H -3.153 1.847 -8.805 0.453
H -4.637 3.303 3.526 0.379
H 5.766 -0.164 2.800 0.208
H 3.959 -0.171 5.067 0.463
H -3.394 -5.165 -1.384 0.430
H -3.834 1.526 -6.388 0.605
H -1.709 -1.643 5.193 0.598
H -0.487 -1.224 0.036 -0.453
H 7.580 -1.602 2.620 0.305
H -2.391 5.245 -8.012 0.317
H -3.428 3.556 -8.640 0.321
H 0.783 -0.828 1.351 0.022
H -1.950 2.196 -2.493 -0.249
H 0.454 2.109 -4.081 -0.066
H -3.473 -4.147 0.703 0.574
H 0.808 3.233 -6.974 0.334
H 1.325 -5.092 0.856 0.246
H 2.347 4.758 -2.922 0.322
H 6.221 0.239 4.432 0.550
H -3.448 -3.367 -1.684 0.405
H 4.118 1.456 -1.187 0.242
H -0.195 5.118 -2.108 0.348
H -2.974 -6.797 0.347 0.279
H 3.392 5.090 -5.096 0.271
H 4.608 -1.087 0.109 0.126
H -5.062 2.719 5.872 0.448
H -2.427 1.985 0.262 0.521
H 1.346 -4.002 -1.649 0.270
H 5.904 -4.455 2.936 0.345
H -3.533 2.438 2.492 0.112
H -0.660 -3.508 2.210 -0.092
H -0.342 6.346 -4.909 0.315
H 3.665 0.752 3.714 0.494
H -1.803 -0.346 7.519 0.383
H -2.578 0.352 0.654 -0.049
H -1.882 1.362 7.419 0.511
H -2.155 4.047 -4.263 -0.331
H -1.082 1.746 2.358 -0.328
H -3.991 -2.090 4.076 0.368
H -0.487 1.101 -8.309 0.360
H 3.172 -2.303 5.718 0.302
H -3.331 0.593 7.334 0.239
H -0.215 1.831 5.213 0.368
H 6.205 -2.932 6.196 0.418
H -4.281 -1.292 5.625 0.466
H 3.325 3.587 -5.267 0.274
H 6.943 -1.399 6.294 0.436
H 0.073 0.194 5.827 0.505
H 4.557 1.035 -2.573 0.263
H -0.032 -0.628 -3.479 0.368
H -3.198 2.724 6.138 0.306
H 3.484 -4.062 5.406 0.388
H -1.754 0.268 -7.397 0.460
H 0.671 1.754 2.121 0.341
H -3.106 5.399 -4.800 0.581
H 3.527 -1.386 2.230 -0.305
H -0.664 -6.978 -2.736 0.484
H 3.392 2.349 0.668 0.474
H 1.602 4.448 -0.313 0.494
H -2.115 -0.590 -1.290 -0.566
H 0.982 -4.942 -3.109 0.423
H -2.713 1.956 -5.146 -0.597
H 2.031 -3.469 2.397 -0.089
H -3.360 0.497 -1.503 0.778
H -5.573 -0.241 4.069 0.415
H 3.474 -3.666 1.614 0.663
H 7.700 -3.124 3.506 0.442
H -0.369 1.090 -6.571 0.159
H 2.333 -1.135 3.576 0.143
H -1.128 -3.258 -2.079 -0.141
H -5.244 1.987 2.459 0.422
H 3.979 0.954 0.721 0.245
H 2.839 5.974 -2.167 0.238
H -5.196 1.125 6.333 0.419
H -2.014 -4.317 2.957 0.473
H -1.454 -7.140 1.084 0.416
H -1.779 -4.635 -2.972 0.497
H -2.681 6.486 -6.807 0.309
H -0.254 2.916 1.271 0.598
H -1.041 6.405 -7.498 0.382
H -0.587 -5.219 2.825 0.529
H -4.513 -0.243 2.769 0.468
H 0.387 -1.027 -1.855 0.015
H 1.833 2.313 -2.915 0.050
H 1.588 -0.290 -2.817 0.336
H 1.910 0.449 -0.691 -0.086
H 0.223 4.600 -4.815 0.346
H -0.271 -7.484 -1.204 0.332
H -4.363 3.322 -4.947 0.514
H 0.276 3.229 -2.745 -0.404
H 4.059 -0.985 -1.298 0.231
H -0.179 0.448 4.156 -0.128
H -2.829 -6.494 1.985 0.451
H 2.050 -3.377 4.857 0.386
H 1.588 3.147 0.461 -0.148
```

As for the structure (SMILES): CC1(C)CCCC(C)(C)N1O.CC1(C)CCCC(C)(C)N1O.CC1(C)CCCC(C)(C)N1O.CC1(C)CCCC(C)(C)N1O.CC1(C)CCCC(C)(C)N1O.O.O.O.O.O.O.O. The value obtained for the energy above the lowest of the compared OMol25 structures with the same formula, charge and spin is 70.2 kcal per mole. The orbital gap is 7.6780 eV. The charge is 0.

=====

2.
Below is a gas-phase ion, C5H14N5P (charge +2), with properties calculated with ωB97M-V with the def2-TZVPD basis set.

```
25
Properties=species:S:1:pos:R:3:mulliken_charge:R:1
P 0.249 2.054 -0.500 0.335
N 0.995 0.966 -1.755 -0.361
N -1.126 -1.092 1.271 0.018
N 0.123 -0.862 -0.669 -0.100
N 1.287 -1.170 -2.616 -0.399
N -0.183 0.968 0.607 -0.585
C -1.469 -0.729 2.635 -0.977
C 0.836 -0.330 -1.669 0.691
C 1.490 3.331 -0.023 -0.937
C -0.502 -0.275 0.504 0.891
C -1.486 -2.450 0.970 -1.010
H -0.774 2.479 -1.401 0.213
H 0.133 -1.800 -0.686 0.061
H 1.214 4.245 0.372 0.411
H -2.545 -0.587 2.808 0.332
H 1.571 -0.806 -3.519 0.214
H -2.630 -2.600 1.155 0.329
H -1.240 -2.761 0.037 0.382
H -0.945 0.143 2.931 0.378
H 1.241 1.366 -2.760 0.337
H -1.125 -1.487 3.279 0.375
H 1.688 -2.086 -2.678 0.252
H 2.075 2.940 0.843 0.345
H 2.161 3.653 -0.824 0.386
H -1.039 -3.111 1.686 0.419
```

As for the structure (SMILES): C[N+](C)=C1N=[P@@H](C)NC(=[NH2+])N1. The value obtained for the energy above the lowest of the compared OMol25 structures with the same formula, charge and spin is 3.9 kcal per mole. The orbital gap is 10.1196 eV. The charge is +2.

=====

3.
Below is a single C15H25Br2NO2 molecule, with properties calculated with ωB97M-V with the def2-TZVPD basis set.

```
45
Properties=species:S:1:pos:R:3:mulliken_charge:R:1
Br -3.328 2.196 1.126 -0.090
Br -0.500 -0.926 3.204 -0.138
O -0.748 3.414 -0.328 -0.646
O 2.270 -1.355 -1.876 -0.404
N 0.983 1.887 -0.695 -0.151
C 0.760 -3.155 -1.213 -0.771
C 1.156 0.411 -0.480 1.019
C -1.122 0.008 -1.410 -0.929
C 3.238 1.164 0.686 -0.389
C -0.522 1.228 0.889 -0.343
C -0.314 0.053 -0.096 0.922
C -1.726 1.346 1.839 -0.613
C 3.225 2.025 1.742 -0.857
C 1.400 -2.358 -2.368 -0.409
C 1.756 -0.040 -1.829 -1.575
C 2.205 0.072 0.595 -0.518
C -3.082 -0.891 2.056 -1.372
C -0.201 2.357 -0.108 -0.510
C -2.080 0.084 2.663 -0.179
C -2.651 0.071 -1.358 -1.470
H 0.312 1.373 1.579 0.538
H -2.992 1.098 -1.427 0.327
H -0.459 -0.929 0.351 0.772
H 3.990 1.245 -0.096 0.403
H 1.113 0.130 -2.695 0.600
H 3.134 3.100 1.634 0.288
H -3.029 -0.408 -2.264 0.503
H -2.582 -1.559 1.358 0.288
H -2.511 0.458 3.586 0.543
H 0.789 -4.219 -1.436 0.430
H -1.404 2.054 2.598 0.632
H 2.622 0.609 -1.982 0.439
H 3.240 1.589 2.738 0.323
H -0.795 0.774 -2.111 0.228
H -3.947 -0.408 1.618 0.368
H -0.235 -2.807 -0.948 0.111
H 1.733 0.042 1.576 0.036
H 2.625 -0.921 0.434 0.434
H 0.653 -1.964 -3.058 0.304
H 2.019 -3.068 -2.915 0.426
H -3.106 -0.453 -0.526 0.124
H 1.016 2.151 -1.672 0.385
H 1.406 -3.008 -0.349 0.194
H -3.443 -1.534 2.859 0.433
H -0.868 -0.934 -1.891 0.292
```

As for the structure (SMILES): C=CC[C@]1(COCC)NC(=O)[C@@H]([C@@H](Br)[C@@H](C)Br)[C@H]1CC. The value obtained for the energy above the lowest of the compared OMol25 structures with the same formula, charge and spin is 0.0 kcal per mole. The orbital gap is 8.8476 eV. The charge is 0.

=====

4.
Below is a single C2H2ClNO2 molecule, with properties calculated with ωB97M-V with the def2-TZVPD basis set.

```
8
Properties=species:S:1:pos:R:3:mulliken_charge:R:1
Cl 1.394 1.729 -0.049 -0.168
O -1.970 0.307 -1.308 -0.190
O -0.785 -1.417 -0.122 -0.435
N -1.071 1.004 -1.292 0.109
C 0.030 -0.602 0.215 0.073
C -0.136 0.872 0.110 0.069
H 1.164 -0.838 0.514 0.223
H -0.665 1.398 0.818 0.318
```

As for the structure (SMILES): O=C[C@@H](Cl)N=O. The value obtained for the energy above the lowest of the compared OMol25 structures with the same formula, charge and spin is 81.8 kcal per mole. The orbital gap (spin up / spin down) is 8.6691 / 8.6696 eV. The charge is 0.

=====

5.
Below is a single C5H9NO molecule, with properties calculated with ωB97M-V with the def2-TZVPD basis set.

```
16
Properties=species:S:1:pos:R:3:mulliken_charge:R:1
O -0.082 2.642 1.422 -0.386
N 0.536 1.440 1.117 -0.492
C -0.012 0.758 0.209 0.163
C 0.936 -1.612 0.657 -1.441
C -0.706 -0.650 -1.208 -0.683
C -1.185 0.762 -0.751 -0.377
C 0.572 -0.518 -0.333 0.446
H 0.063 -1.933 1.236 0.345
H 1.347 -2.482 0.136 0.371
H -1.363 -1.452 -0.857 0.270
H 0.575 2.966 2.048 0.394
H -2.184 0.818 -0.307 0.268
H -1.107 1.541 -1.517 0.233
H -0.530 -0.773 -2.278 0.281
H 1.689 -1.247 1.364 0.341
H 1.451 -0.259 -0.936 0.265
```

As for the structure (SMILES): C[C@H]1CC/C1=N\O. The value obtained for the energy above the lowest of the compared OMol25 structures with the same formula, charge and spin is 69.4 kcal per mole. The orbital gap is 10.5214 eV. The charge is 0.

=====

6.
Below is 2 unconnected molecules or ions with the total composition C6H12N2S3, with properties calculated with ωB97M-V with the def2-TZVPD basis set.

```
23
Properties=species:S:1:pos:R:3:mulliken_charge:R:1
S 1.210 -4.977 -0.962 -0.171
S 0.676 -1.552 -1.850 -0.359
S -1.003 -3.566 0.721 0.021
N 1.494 -3.182 1.022 0.262
N 0.949 -2.508 2.022 -0.667
C 0.742 0.031 -0.976 -0.569
C -0.564 2.149 -0.433 -0.418
C 0.635 -3.738 0.116 0.253
C -0.322 -2.605 2.027 -0.121
C -0.862 1.932 1.049 -1.087
C -0.523 0.841 -1.226 -0.484
H -1.338 2.789 -0.860 0.298
H -0.870 2.883 1.579 0.341
H -1.836 1.462 1.176 0.284
H 0.880 -0.192 0.087 0.143
H -1.395 0.231 -0.972 0.230
H -0.108 1.293 1.507 0.281
H -0.575 1.062 -2.295 0.290
H 0.415 -4.650 -1.976 0.165
H 1.626 0.566 -1.336 0.321
H 2.490 -3.116 0.854 0.254
H 0.392 2.671 -0.537 0.286
H -0.949 -2.142 2.762 0.447
```

The value obtained for the energy above the lowest of the compared OMol25 structures with the same formula, charge and spin is 51.6 kcal per mole. The orbital gap (spin up / spin down) is 6.4559 / 5.5611 eV. The charge is 0.

=====

7.
Below is a molecular structure, C47H36BiCl3NO6P2S, with properties calculated with ωB97M-V with the def2-TZVPD basis set.

```
97
Properties=species:S:1:pos:R:3:mulliken_charge:R:1
Bi 0.142 -1.588 0.491 2.092
Cl -6.842 -1.370 4.131 -0.261
Cl 2.553 -4.677 1.427 -0.180
Cl 0.756 -4.270 -3.727 -0.201
S 0.185 -3.963 -0.574 -0.274
P -1.576 0.047 -2.005 1.770
P 0.335 1.835 0.449 1.984
O 1.994 -1.146 -0.610 -0.532
O 4.114 -0.505 -0.367 -0.740
O 4.396 0.424 5.952 -0.774
O 5.425 1.234 4.111 -0.748
O -1.696 -0.188 1.758 1.341
O -0.954 -2.748 2.338 -0.724
N 1.689 -1.204 2.116 0.294
C 2.218 3.000 4.426 -0.392
C 1.269 2.882 -0.729 -0.202
C 0.233 2.458 3.176 -0.179
C -3.521 -1.776 -3.044 -0.992
C 1.910 2.278 -1.791 -0.240
C 3.016 -0.731 0.086 0.307
C -4.334 -1.996 3.464 -0.990
C 2.760 -0.613 1.603 0.696
C -1.256 2.668 0.365 0.270
C 2.300 -0.515 4.293 -1.058
C 2.352 2.838 2.073 -0.331
C -1.917 2.627 -0.980 -1.331
C -4.614 -3.488 -1.714 -0.979
C 1.462 -1.184 3.451 -0.566
C 2.868 4.364 -2.412 -0.459
C 4.480 0.637 4.709 0.343
C 2.852 -4.538 -0.321 0.473
C 0.855 2.661 4.370 -1.047
C 4.383 -4.731 -2.179 -0.395
C -3.039 -1.924 -0.710 0.431
C -2.731 -0.437 2.438 0.282
C -3.017 -1.728 2.960 0.553
C -4.384 -2.873 -2.928 -0.472
C 1.486 4.241 -0.492 -0.559
C 3.661 0.082 2.395 -0.749
C -1.398 0.467 -3.770 0.210
C -3.895 -3.014 -0.633 -0.520
C -2.106 1.513 -4.445 -0.509
C -5.269 -1.038 3.584 0.085
C 4.155 -4.784 -0.799 -0.696
C -2.677 1.383 -1.397 -1.153
C -0.348 -0.199 -4.450 -0.196
C 0.990 2.490 2.016 0.571
C 1.801 -4.277 -1.199 -0.278
C 2.975 3.121 3.276 -0.860
C 2.056 -4.338 -2.620 0.271
C 3.330 -4.501 -3.098 -0.597
C -3.695 0.596 2.768 -0.858
C 2.797 3.008 -2.580 -1.085
C -1.823 1.819 -5.747 -0.686
C 2.236 5.005 -1.347 -0.731
C 3.458 0.036 3.757 0.214
C -0.793 1.135 -6.377 -0.454
C -2.056 -2.753 2.928 -0.604
C -2.783 -1.327 -1.945 0.464
C -0.038 0.183 -5.754 -0.718
C -4.959 0.287 3.218 -0.891
H -0.817 2.050 3.074 -0.111
H -2.559 -1.556 0.167 -0.541
H 2.410 6.058 -1.125 0.389
H -1.928 2.279 1.151 -0.510
H 4.962 -5.023 -0.170 0.499
H -5.379 -4.254 -1.696 0.389
H -2.801 2.077 -3.869 0.288
H -4.922 -3.197 -3.807 0.416
H -3.376 -1.333 -4.008 0.433
H 3.992 3.300 3.364 0.351
H -5.743 1.002 3.344 0.472
H 2.932 3.030 1.159 0.145
H 3.564 4.936 -3.041 0.320
H -2.632 3.485 -0.999 0.502
H -2.429 2.568 -6.187 0.463
H -0.573 1.467 -7.387 0.336
H -3.455 1.572 -2.130 0.816
H 0.415 2.589 5.322 0.474
H -3.410 1.629 2.586 0.324
H 5.403 -4.998 -2.501 0.313
H 1.015 4.654 0.353 0.420
H 0.820 -0.286 -6.226 0.427
H 3.398 2.436 -3.257 0.493
H 2.207 -0.456 5.335 0.678
H -3.182 0.923 -0.486 0.258
H -1.217 2.831 -1.791 0.175
H -2.369 -3.754 3.381 0.111
H -4.085 -3.413 0.390 0.341
H 1.864 1.245 -1.982 0.530
H 3.574 -4.585 -4.146 0.431
H 0.552 -1.704 3.736 0.513
H 0.306 -0.885 -3.802 0.162
H -4.531 -2.986 3.785 0.480
H 4.538 0.572 2.066 0.820
H 2.733 3.053 5.369 0.306
H -1.054 3.779 0.641 0.648
```

The value obtained for the energy above the lowest of the compared OMol25 structures with the same formula, charge and spin is 0.0 kcal per mole. The orbital gap is 7.1068 eV. The charge is -1.

=====

| no. | E_tot (eV) |
| --- | --- |
| 1 | -80444.43038 |
| 2 | -22134.67118 |
| 3 | -161627.79544 |
| 4 | -20210.06526 |
| 5 | -8866.20493 |
| 6 | -41899.73937 |
| 7 | -135921.73925 |